(P)
ORCA calculation (ωB97M-V/def2-TZVPD) on a cluster of 2 separate species, C2H3NS4 in total.

```
! wB97M-V def2-TZVPD RIJCOSX def2/J DEFGRID3
* xyz 0 1
S 0.37318 -1.14785 2.89671
S 1.68385 0.73143 -0.13457
S -1.57332 -0.64724 2.31419
S -2.84693 -1.84835 -0.08702
N 0.77971 -1.88808 1.53688
C -1.44381 -1.59407 0.85486
C -0.16859 -2.11021 0.65008
H -0.05545 -2.65756 -0.25779
H 2.98189 0.38298 0.28557
H 2.16463 1.39089 -1.18274
*
```

Output
- SMILES = S=c1cnss1.S
- highest occupied orbital energy (alpha / beta) (eV) = -8.45 / -8.45

=====

(Q)
ORCA calculation (ωB97M-V/def2-TZVPD) on a cluster of 2 separate species, C2H3NS4 in total.

```
! wB97M-V def2-TZVPD RIJCOSX def2/J DEFGRID3
* xyz 0 1
S 3.03157 -0.13073 0.03010
S -1.28149 -0.01765 -1.47337
S 0.59175 1.71211 -0.10720
S -1.60341 0.12581 1.45167
N 1.83402 -1.07929 0.20937
C 0.71688 -1.47743 0.08399
C -0.69052 0.65871 0.03041
H -1.51811 1.31006 2.16353
H 0.01121 -2.23171 -0.19024
H -1.09188 1.13013 -2.19825
*
```

Output
- SMILES = C#[N+][S-].S=C(S)S
- highest occupied orbital energy (eV) = -8.47

=====

Need the numbers? Relative energies in eV: (P) 0.000; (Q) 2.307.

=====

(P)
ORCA calculation (ωB97M-V/def2-TZVPD) on a cluster of 4 separate species, C2H14NO3 in total.

```
! wB97M-V def2-TZVPD RIJCOSX def2/J DEFGRID3
* xyz 1 1
O -2.15521 -1.72895 -0.50693
O -0.09337 0.26675 -1.63309
O 1.18622 2.76276 -1.45795
N -0.20785 -0.79104 1.23698
C 1.15277 -1.34208 1.07492
C -0.27891 0.70433 1.11763
H -1.48140 -1.84516 -1.17324
H 1.38636 -2.35130 1.42173
H 1.82518 -0.74709 1.71339
H 1.46085 -1.25607 0.02895
H -0.59424 -0.04925 -2.36799
H 0.11365 1.20700 -1.67734
H 0.66750 1.00300 0.66261
H -0.84020 -1.34266 0.62508
H -2.93769 -2.26141 -0.68025
H -0.51100 -1.04369 2.17936
H -0.27869 1.14616 2.11581
H 0.72760 3.45625 -1.96249
H -1.07861 0.92203 0.41982
H 1.93704 3.29042 -1.13701
*
```

Output
- highest occupied orbital energy (eV) = -15.03

=====

(Q)
ORCA calculation (ωB97M-V/def2-TZVPD) on a cluster of 4 separate species, C2H14NO3 in total.

```
! wB97M-V def2-TZVPD RIJCOSX def2/J DEFGRID3
* xyz 1 1
O -1.84420 0.46531 3.07682
O -1.24137 -0.65249 -1.45645
O -1.53647 -0.09599 -4.31756
N 0.36492 -0.57963 0.90179
C 2.62412 0.41499 1.06514
C 1.21048 0.65127 0.59122
H 2.54781 0.13606 2.11486
H -0.29715 -0.52527 1.67536
H -0.23072 -0.84812 0.09991
H -1.23317 0.26882 -1.74131
H -2.78850 0.67806 3.07077
H 3.26179 1.28327 0.99886
H 3.07964 -0.44422 0.61561
H -1.89565 -0.40043 3.50497
H 0.73330 1.38612 1.22241
H 0.91808 -1.39582 1.03083
H 1.04546 0.86835 -0.45526
H -1.49891 -1.04488 -2.29883
H -1.70933 -0.87067 -4.85460
H -1.51012 0.70528 -4.84453
*
```

Output
- highest occupied orbital energy (eV) = -14.91

=====

Need the numbers? Relative energies in eV: (P) 0.426; (Q) 0.000.

=====

(P)
ORCA calculation (ωB97M-V/def2-TZVPD) on the molecule C10H12N2.

```
! wB97M-V def2-TZVPD RIJCOSX def2/J DEFGRID3
* xyz 0 1
N -0.58394 -1.87438 -1.15484
N 1.45698 0.72066 1.55719
C -0.79707 -1.11217 -2.26082
C -1.06619 0.13562 -2.04564
C -0.40469 1.94896 1.22494
C -1.24511 0.28540 -0.57279
C -0.10906 1.26138 -0.04578
C -0.75358 -1.09804 -0.10013
C -0.61974 -1.61426 1.36980
C 1.00930 0.38860 0.33559
C 0.61211 1.69313 2.01892
C 1.98564 -0.36547 -0.52924
H 0.40233 1.89697 -0.73790
H -0.77347 -0.78768 2.00723
H 0.65637 2.09639 3.01214
H -1.29789 0.94303 -2.65780
H -1.48620 -2.17673 1.58254
H -1.11850 2.65860 1.31563
H 1.41959 -0.59459 -1.46999
H -2.23083 0.45081 -0.25905
H -0.44724 -1.61445 -3.10845
H 2.33182 -1.27585 -0.15895
H 0.27112 -2.17724 1.51943
H 2.78823 0.21130 -0.84201
*
```

Output
- SMILES = CC1=NC=C[C@@H]1[C@H]1C=CN=C1C
- highest occupied orbital energy (eV) = -8.65

=====

(Q)
ORCA calculation (ωB97M-V/def2-TZVPD) on a cluster of 2 separate species, C10H12N2 in total.

```
! wB97M-V def2-TZVPD RIJCOSX def2/J DEFGRID3
* xyz 0 1
N -2.88399 -0.08725 -1.18648
N -0.98051 -1.61859 1.38019
C 1.57865 0.79479 0.53613
C 2.57603 -0.13467 0.63662
C -0.41207 1.78447 -0.44020
C 2.64414 -1.23659 -0.24299
C -2.58514 -0.74873 -0.19603
C 0.77308 -0.25321 -1.43624
C 0.60608 0.72707 -0.46201
C -2.22121 -1.05460 1.04327
C 1.87911 -1.18711 -1.36620
C -0.59607 2.67675 0.53500
H 0.01860 -0.23420 -2.32741
H -1.32964 1.49564 -1.11483
H -1.43718 3.33296 0.53258
H 3.39599 -1.99674 -0.08702
H -0.47559 -1.45900 0.54445
H 0.08623 2.84035 1.26083
H -2.77906 -0.36166 1.63118
H 2.15146 -2.01100 -1.98551
H 1.37411 1.67131 1.22210
H -3.68722 -0.24948 -1.77913
H -1.03754 -2.53416 1.80034
H 3.34175 -0.15635 1.50138
*
```

Output
- SMILES = C=Cc1ccccc1.N=C=CN
- highest occupied orbital energy (eV) = -8.06

=====

Need the numbers? Relative energies in eV: (P) 0.000; (Q) 0.492.